one | Below is a molecular structure, C28H33N6O6SSc, with properties calculated with wB97M-V/def2-TZVPD.

Summary:
HOMO-LUMO gap   0.216 Ha

The geometry in ORCA input format:
```
! RIJCOSX wB97M-V def2-TZVPD def2/J DEFGRID3
* xyz 0 1
Sc 0.3519 0.0686 1.0879
O 7.0087 -1.6976 2.7590
C 6.7655 -1.0547 1.7293
O 7.4913 -0.6049 0.8284
C 5.2551 -0.7312 1.5314
C 4.8285 -0.0351 0.4065
C 3.4888 0.2563 0.2591
N 2.5802 -0.0892 1.1791
C 2.9896 -0.7687 2.2689
C 4.3054 -1.1184 2.4733
C 1.8714 -1.1017 3.2290
O 1.9610 -1.9418 4.0855
O 0.7819 -0.3911 2.9764
H 5.5755 0.2585 -0.3191
H 3.1099 0.7897 -0.6068
H 4.6277 -1.6711 3.3454
N 2.2255 7.0386 1.1889
C 1.3880 6.4688 2.0724
S 0.6936 7.2730 3.3169
C 1.0995 5.0274 1.8092
C 1.0191 4.5277 0.5132
C 0.7368 3.1877 0.3265
N 0.5601 2.3459 1.3477
C 0.6380 2.8238 2.5990
C 0.8882 4.1530 2.8690
H 2.4881 7.9999 1.3337
H 2.7942 6.4818 0.5741
H 1.1274 5.1674 -0.3515
H 0.6489 2.7558 -0.6629
H 0.5079 2.0986 3.3930
H 0.9334 4.5131 3.8865
C -1.6002 -2.3743 2.5549
N -2.8025 -1.9207 1.8698
C -3.6690 -2.9885 1.3911
C -2.9131 -0.6490 1.4324
N -1.8724 0.1510 1.3492
N -4.1687 -0.2351 1.0653
C -4.3114 0.9727 0.2756
C -5.3291 -0.5617 1.8841
H -1.8671 -3.2159 3.1926
H -1.1874 -1.5838 3.1725
H -0.8388 -2.7142 1.8451
H -3.0561 -3.7594 0.9209
H -4.3729 -2.6116 0.6554
H -4.2188 -3.4458 2.2163
H -2.1853 1.1096 1.2330
H -3.5463 1.0110 -0.4981
H -4.2582 1.8851 0.8834
H -5.2871 0.9544 -0.2083
H -5.0650 -1.2920 2.6424
H -6.1384 -0.9627 1.2716
H -5.6901 0.3382 2.3901
C -0.7866 -2.9300 -6.5445
C -0.5409 -2.3856 -5.1661
C -1.2249 -2.8861 -4.0683
C -1.0164 -2.3908 -2.7865
C -1.7961 -2.9827 -1.6434
C -0.1062 -1.3406 -2.6161
C 0.5893 -0.8059 -3.7104
C 1.5970 0.3025 -3.5621
C 0.3668 -1.3519 -4.9653
C 0.1186 -0.7864 -1.2579
O 0.1657 0.4725 -1.0639
O 0.2520 -1.5586 -0.2527
H -1.2208 -3.9282 -6.5060
H 0.1379 -2.9793 -7.1195
H -1.4788 -2.2867 -7.0921
H -1.9371 -3.6919 -4.2077
H -2.6181 -3.5871 -2.0263
H -2.2102 -2.2085 -0.9953
H -1.1595 -3.6113 -1.0198
H 2.2775 0.1144 -2.7309
H 1.1097 1.2591 -3.3745
H 2.1929 0.3891 -4.4691
H 0.9245 -0.9632 -5.8100
*
```



two | Below is a molecular structure, C28H33N6O6SSc, with properties calculated with wB97M-V/def2-TZVPD.

Summary:
HOMO-LUMO gap   0.227 Ha

The geometry in ORCA input format:
```
! RIJCOSX wB97M-V def2-TZVPD def2/J DEFGRID3
* xyz 0 1
Sc 0.1546 0.0149 -0.1613
O 0.3749 4.6939 5.1797
C 1.2619 4.6603 4.3163
O 2.2787 5.3489 4.1299
C 1.0554 3.5543 3.2409
C 1.9723 3.4070 2.2066
C 1.7542 2.4515 1.2373
N 0.6742 1.6604 1.2454
C -0.2139 1.7940 2.2497
C -0.0519 2.7105 3.2647
C -1.4117 0.8737 2.1421
O -2.1787 0.7003 3.0506
O -1.4952 0.2859 0.9508
H 2.8323 4.0632 2.1901
H 2.4409 2.3092 0.4105
H -0.7792 2.7980 4.0602
N -0.3616 6.0782 -3.8643
C -1.2306 5.0715 -4.0329
S -2.4819 5.0879 -5.0888
C -0.9261 3.8509 -3.2283
C 0.3405 3.2766 -3.2627
C 0.5817 2.1418 -2.5131
N -0.3543 1.5865 -1.7357
C -1.5739 2.1440 -1.6980
C -1.9040 3.2586 -2.4400
H -0.5240 6.9375 -4.3642
H 0.3029 6.0758 -3.1093
H 1.1237 3.6980 -3.8776
H 1.5511 1.6599 -2.5137
H -2.2904 1.6773 -1.0331
H -2.9009 3.6732 -2.3998
C -1.4391 -2.8875 0.8220
N -0.9971 -3.5724 -0.3836
C -0.5634 -4.9470 -0.1847
C -0.7463 -2.8894 -1.5173
N -0.6135 -1.5794 -1.5126
N -0.6042 -3.6243 -2.6658
C 0.0302 -3.0159 -3.8202
C -1.5419 -4.6942 -2.9835
H -2.0524 -3.5747 1.4039
H -2.0360 -2.0154 0.5766
H -0.5886 -2.5798 1.4379
H 0.0239 -4.9986 0.7333
H 0.0625 -5.2747 -1.0093
H -1.4150 -5.6233 -0.0859
H -0.6600 -1.2257 -2.4630
H 0.8865 -2.4189 -3.5098
H -0.6609 -2.3888 -4.3973
H 0.3876 -3.8097 -4.4747
H -2.1991 -4.8866 -2.1412
H -1.0158 -5.6150 -3.2417
H -2.1615 -4.3994 -3.8349
C 7.6127 -3.5835 -0.5135
C 6.2777 -2.8984 -0.4222
C 5.1015 -3.6327 -0.3462
C 3.8612 -3.0157 -0.2674
C 2.6202 -3.8661 -0.1799
C 3.8030 -1.6171 -0.2913
C 4.9728 -0.8504 -0.3761
C 4.9599 0.6550 -0.3635
C 6.1921 -1.5124 -0.4269
C 2.4811 -0.9453 -0.2252
O 2.1680 -0.0304 -1.0528
O 1.6167 -1.2999 0.6421
H 7.5565 -4.6072 -0.1456
H 8.3660 -3.0500 0.0657
H 7.9570 -3.6183 -1.5491
H 5.1516 -4.7160 -0.3412
H 2.8606 -4.9053 -0.4023
H 1.8569 -3.5311 -0.8860
H 2.1836 -3.8135 0.8174
H 4.3528 1.0425 0.4545
H 4.5490 1.0485 -1.2935
H 5.9719 1.0361 -0.2410
H 7.1037 -0.9263 -0.4631
*
```



Energetically preferred structure: two | next structure: +0.102 eV



one | Below is a molecular structure, C17H46N3O8Zn, with properties calculated with wB97M-V/def2-TZVPD.

Summary:
HOMO-LUMO gap   0.106 Ha

The geometry in ORCA input format:
```
! RIJCOSX wB97M-V def2-TZVPD def2/J DEFGRID3
* xyz 1 1
Zn 1.4030 1.7577 3.2541
O 1.2977 -1.3835 0.6415
C 0.6130 -0.2006 0.7781
O -0.3296 0.0248 0.0054
O 0.9627 0.6743 1.6375
H 0.8179 -1.5397 -0.2112
C -4.5136 -1.4165 2.2575
C -3.0397 -1.2647 1.8693
C -2.2150 -2.4636 2.3725
O -2.8206 -1.2325 0.4819
H -4.6459 -1.7822 3.2747
H -4.9748 -2.0938 1.5343
H -5.1631 -0.5393 2.2037
H -2.6241 -0.3824 2.3825
H -2.7520 -3.3601 2.0509
H -2.2380 -2.5498 3.4643
H -1.1909 -2.4662 2.0066
H -1.9178 -0.9682 0.2654
C 1.8989 0.8823 -2.9503
C 1.5471 2.0753 -2.0677
C 2.0457 3.3883 -2.6394
O 1.5815 4.4585 -1.8380
C 2.3476 5.6369 -2.1398
N 0.0910 2.1647 -1.9028
H 2.9872 0.8255 -3.0343
H 1.3932 1.0708 -3.9000
H 1.5987 -0.1004 -2.5841
H 2.0147 1.8696 -1.1013
H 1.7968 3.5847 -3.6891
H 3.1421 3.3634 -2.5809
H 2.1112 5.8674 -3.1817
H 3.4246 5.4821 -2.0497
H 2.0170 6.4179 -1.4621
H -0.1756 1.3200 -1.3890
H -0.3711 1.9555 -2.7907
C 4.2864 -4.5526 -2.1650
C 3.2249 -3.5165 -1.8238
C 1.8345 -4.2067 -1.7742
O 0.7849 -3.2537 -1.7557
C -0.4616 -3.7720 -1.2864
N 3.4802 -2.8257 -0.5682
H 4.0914 -5.5491 -1.7644
H 5.2652 -4.2285 -1.7970
H 4.5615 -4.6839 -3.2136
H 3.1436 -2.7766 -2.6274
H 1.7806 -4.9674 -0.9888
H 1.7536 -4.7276 -2.7384
H -0.8317 -4.6267 -1.8553
H -1.1302 -2.9294 -1.4565
H -0.4143 -4.0349 -0.2284
H 2.5777 -2.4865 -0.2367
H 3.6538 -3.6080 0.0682
C -3.2323 1.9865 -0.7213
C -2.7473 3.0243 0.2731
C -3.5558 2.9150 1.5961
O -3.0824 3.7566 2.6245
C -3.3300 5.1183 2.3419
N -1.3220 2.8827 0.5250
H -4.3201 1.9325 -0.7823
H -2.9039 0.9907 -0.4118
H -2.8646 2.1914 -1.7265
H -3.0537 3.9917 -0.1338
H -3.4532 1.9315 2.0713
H -4.6177 2.9003 1.3252
H -4.3730 5.3098 2.0637
H -2.7616 5.4811 1.4786
H -3.1450 5.8288 3.1460
H -1.1598 1.8820 0.6583
H -1.1882 3.2511 1.4738
C 2.8762 -2.7014 3.3542
O 3.3898 -3.3153 4.5014
H 2.4765 -3.3249 2.5480
H 1.9598 -2.1359 3.5852
H 3.5589 -1.9910 2.8883
H 3.1293 -4.2363 4.5645
*
```



two | Below is a molecular structure, C17H46N3O8Zn, with properties calculated with wB97M-V/def2-TZVPD.

Summary:
HOMO-LUMO gap   0.245 Ha

The geometry in ORCA input format:
```
! RIJCOSX wB97M-V def2-TZVPD def2/J DEFGRID3
* xyz 1 1
Zn -10.4233 -18.1000 7.0547
O -8.0591 -17.6864 4.0672
C -8.9328 -17.6907 5.0628
O -8.8508 -16.9871 6.0896
O -9.7900 -18.5357 5.1612
H -8.5140 -18.2906 3.4760
C -9.7306 -15.3184 0.0840
C -9.9252 -15.7109 1.5690
C -9.8768 -14.5319 2.4933
O -11.2311 -16.1811 1.6038
H -8.8149 -14.7483 -0.0734
H -10.6038 -14.7040 -0.1354
H -9.6766 -16.1614 -0.6049
H -9.1916 -16.4390 1.9152
H -8.8843 -14.1076 2.3418
H -10.0639 -14.8093 3.5307
H -10.6405 -13.8169 2.1871
H -11.4765 -16.2488 2.5294
C -12.5703 -14.4787 7.4350
C -11.4913 -15.5646 7.3541
C -11.1016 -16.1006 8.7711
O -10.2226 -17.1770 8.7541
C -9.7072 -17.5444 10.0699
N -11.9751 -16.7855 6.6049
H -12.1763 -13.6059 7.9557
H -13.3841 -14.9312 8.0017
H -12.9293 -14.1009 6.4777
H -10.6095 -15.1534 6.8629
H -12.0498 -16.3757 9.2330
H -10.7456 -15.2307 9.3230
H -8.8240 -18.1680 9.9317
H -10.4022 -18.1227 10.6787
H -9.4096 -16.6481 10.6141
H -12.1999 -16.4564 5.6769
H -12.8729 -16.9892 7.0202
C -5.7478 -18.4335 -0.5226
C -6.6688 -18.3954 0.6419
C -7.8841 -19.4349 0.5755
O -8.6009 -19.3416 1.8036
C -9.8428 -19.9724 1.7492
N -5.8332 -18.4851 1.8812
H -5.0436 -17.6266 -0.3198
H -6.2188 -18.0731 -1.4371
H -5.1774 -19.3424 -0.7141
H -7.0649 -17.3843 0.7357
H -7.6360 -20.4950 0.5225
H -8.5600 -19.2265 -0.2538
H -9.7367 -21.0558 1.6949
H -10.5254 -19.6264 0.9730
H -10.3623 -19.7977 2.6914
H -4.9933 -17.9246 1.8613
H -6.3581 -18.1006 2.6537
C -7.2097 -13.8898 6.5264
C -6.1615 -14.8079 7.1671
C -5.0836 -13.9338 7.9183
O -5.6391 -13.1991 8.9690
C -4.6235 -12.6689 9.7386
N -6.7942 -15.7624 8.0837
H -6.8401 -13.1716 5.7945
H -7.7579 -13.3264 7.2814
H -7.9699 -14.5144 6.0574
H -5.6439 -15.3806 6.3976
H -4.5640 -13.3441 7.1631
H -4.3765 -14.6121 8.3958
H -4.9876 -12.1706 10.6370
H -3.9993 -11.9747 9.1759
H -3.9371 -13.4123 10.1438
H -7.3888 -15.3048 8.7599
H -7.4469 -16.3181 7.5495
C -6.3850 -20.7375 4.5232
O -5.4659 -20.8954 3.4478
H -5.9882 -21.3409 5.3396
H -6.3387 -19.6948 4.8376
H -7.3592 -21.1003 4.1956
H -5.7251 -20.2591 2.7774
*
```



Energetically preferred structure: two | next structure: +5.992 eV



one | Below is 2 unconnected molecules or ions with the total composition C4H13N2OS, with properties calculated with wB97M-V/def2-TZVPD.

Summary:
HOMO-LUMO gap   0.246 Ha

The geometry in ORCA input format:
```
! RIJCOSX wB97M-V def2-TZVPD def2/J DEFGRID3
* xyz -1 1
C -0.0609 1.4662 0.6911
C -0.5040 0.0503 1.1825
C 0.3201 -1.1617 0.8365
S 2.1499 -0.7531 0.6162
N -1.9629 -0.1937 0.8919
C -2.3864 -0.4571 -0.4727
N -2.0106 0.4423 -1.5960
H 0.9160 1.6986 1.0866
H -0.0058 1.5357 -0.3920
H -0.8649 2.1336 1.0157
H -0.5226 0.2423 2.2618
H -0.1229 -1.5977 -0.0634
H 0.4269 -1.9121 1.6059
H -2.4828 0.6024 1.2311
H -3.4724 -0.2934 -0.4578
H -2.1930 -1.4919 -0.7335
H -2.0097 1.4028 -1.2578
H -1.0435 0.2664 -1.8718
H 2.0225 1.5606 -1.7794
H 2.3378 0.1364 -1.5315
O 1.9815 0.7225 -2.2610
*
```



two | Below is 2 unconnected molecules or ions with the total composition C4H13N2OS, with properties calculated with wB97M-V/def2-TZVPD.

Summary:
HOMO-LUMO gap   0.244 Ha

The geometry in ORCA input format:
```
! RIJCOSX wB97M-V def2-TZVPD def2/J DEFGRID3
* xyz -1 1
C -0.4325 0.8194 1.4720
C -0.9821 -0.4198 0.7275
C -1.1947 -0.0632 -0.7232
S -2.5550 1.1663 -0.8873
N 0.0708 -1.5107 0.9524
C 1.1077 -1.7425 -0.0233
N 2.4734 -1.4074 0.5380
H -0.6120 0.8263 2.5402
H -0.7512 1.7325 0.9664
H 0.6422 0.9150 1.2755
H -1.7794 -0.8439 1.3328
H -0.3348 0.3757 -1.2304
H -1.4234 -0.9706 -1.2979
H -0.1768 -2.2892 1.5342
H 1.2168 -2.8128 -0.2179
H 0.9176 -1.1677 -0.9177
H 2.3645 -1.7533 1.4874
H 2.5203 -0.4002 0.6599
H -0.7776 2.5464 -2.5275
H -0.2714 3.9597 -2.7731
O -0.0225 3.0401 -2.8878
*
```



Energetically preferred structure: one | next structure: +0.319 eV



one | Below is a molecular structure, C21H23IN5O2S4SbW, with properties calculated with wB97M-V/def2-TZVPD.

Summary:
Expectation value of S²   2.0160
HOMO-LUMO gap (spin up / spin down)   0.197 / 0.202 Ha

The geometry in ORCA input format:
```
! RIJCOSX wB97M-V def2-TZVPD def2/J DEFGRID3
* xyz -2 3
W -1.1236 -0.8922 -0.2956
C -4.5935 2.0430 0.6001
C -4.0179 3.0416 1.3480
C -2.6394 3.0333 1.5120
C -1.9095 2.0104 0.9353
N -2.4717 1.0056 0.2487
C -3.7897 1.0479 0.0632
C -0.4377 1.9625 0.9850
C 0.3262 3.0044 1.5054
C 1.7024 2.9201 1.4459
C 2.2720 1.8039 0.8541
C 1.4535 0.8054 0.3709
N 0.1161 0.8689 0.4463
H -5.6599 1.9746 0.4397
H -4.6191 3.8233 1.7950
H -2.1475 3.8132 2.0716
H -4.2197 0.2529 -0.5260
H -0.1575 3.8742 1.9199
H 2.3172 3.7212 1.8373
H 3.3438 1.6950 0.7550
H 1.8363 -0.0751 -0.1203
S -4.5287 -4.7382 0.3343
Sb -4.2799 -2.4837 0.3254
S -2.4708 -1.6536 1.6568
S -3.1004 -1.5986 -1.5877
S -6.2129 -1.3061 0.6544
C 2.3976 -4.4976 0.5141
C 2.1893 -3.1620 1.2290
C 3.4345 -2.2844 1.0520
C 1.9408 -3.4005 2.7177
C 0.9989 -2.4087 0.6547
N 0.3051 -1.5509 1.2280
H 3.2242 -5.0430 0.9828
H 2.6187 -4.3494 -0.5420
H 1.4973 -5.1118 0.5720
H 4.3188 -2.7856 1.4592
H 3.2978 -1.3335 1.5719
H 3.6171 -2.0772 -0.0063
H 2.8050 -3.8982 3.1711
H 1.0571 -4.0238 2.8615
H 1.7571 -2.4537 3.2250
C -1.1560 0.4121 -2.1865
H -2.0297 1.0564 -2.2058
H -1.2100 -0.2924 -3.0142
I -1.9701 4.0575 -2.2975
C 0.0422 2.5528 -2.0309
C 1.2299 3.2747 -2.2129
C 2.3237 2.7047 -2.8156
C 2.2364 1.3896 -3.2860
C 1.0685 0.7034 -3.0883
N 0.0138 1.2753 -2.4516
H 1.2490 4.3014 -1.8695
H 3.2425 3.2686 -2.9353
H 3.0600 0.8997 -3.7847
H 0.9302 -0.3282 -3.3702
O -0.7494 -2.8564 -0.6529
N 0.6372 -2.6732 -0.7722
O 0.6343 -1.3203 -1.2913
*
```



two | Below is a molecular structure, C21H23IN5O2S4SbW, with properties calculated with wB97M-V/def2-TZVPD.

Summary:
Expectation value of S²   2.0337
HOMO-LUMO gap (spin up / spin down)   0.176 / 0.219 Ha

The geometry in ORCA input format:
```
! RIJCOSX wB97M-V def2-TZVPD def2/J DEFGRID3
* xyz -2 3
W 0.1791 1.4407 0.3502
C -1.4774 -1.1578 3.7288
C -2.0739 -2.2316 3.0571
C -2.0624 -2.2501 1.6900
C -1.4585 -1.1904 0.9669
N -0.9221 -0.1288 1.6448
C -0.9226 -0.1412 2.9759
C -1.3912 -1.1591 -0.4360
C -1.8889 -2.1868 -1.2855
C -1.9412 -2.0030 -2.6328
C -1.5020 -0.7711 -3.1784
C -0.9556 0.1527 -2.3224
N -0.8460 -0.0333 -1.0036
H -1.4173 -1.1057 4.8075
H -2.5396 -3.0431 3.6074
H -2.5203 -3.0679 1.1519
H -0.4315 0.6785 3.4654
H -2.2281 -3.1183 -0.8521
H -2.3151 -2.7918 -3.2765
H -1.5460 -0.5589 -4.2375
H -0.5754 1.0867 -2.6930
S 2.5689 4.7377 3.9292
Sb 1.8714 2.7228 3.1325
S 2.4946 2.3074 0.8952
S -0.3832 2.8452 2.3209
S 2.1834 0.9560 4.5465
C 1.8431 -3.4500 -0.5331
C 2.4598 -2.2986 0.2676
C 3.9659 -2.2069 -0.0045
C 2.2085 -2.5038 1.7605
C 1.8064 -0.9888 -0.1408
N 1.2984 -0.1842 0.6588
H 2.3045 -4.3945 -0.2236
H 1.9976 -3.3175 -1.6052
H 0.7658 -3.5133 -0.3505
H 4.4519 -3.1532 0.2580
H 4.4125 -1.4092 0.5954
H 4.1582 -1.9944 -1.0576
H 2.6912 -3.4323 2.0911
H 1.1360 -2.5713 1.9666
H 2.5941 -1.6669 2.3474
C -2.0569 1.8815 0.2445
H -2.6798 1.1476 -0.2431
H -2.4961 2.1219 1.2011
I 2.0188 4.7464 -1.7569
C 0.0667 3.9189 -1.7754
C -0.6693 4.2649 -2.8575
C -1.9732 3.6368 -3.0234
C -2.5311 3.0318 -1.9785
C -1.8690 3.1127 -0.6277
N -0.3964 3.1600 -0.7452
H -0.2482 4.9038 -3.6186
H -2.4417 3.6220 -4.0036
H -3.4622 2.4750 -2.0586
H -2.2144 4.0212 -0.1197
O 1.8814 -0.8221 -1.5060
N 1.8193 0.4702 -2.1057
O 1.2588 1.4029 -1.4078
*
```



Energetically preferred structure: one | next structure: +0.761 eV